The following is a DFT calculation (ωB97M-V/def2-TZVPD) of the molecule C18H20N2O4 in a non-equilibrium geometry.

Its HOMO energy is -8.62 eV. The LUMO energy is 0.4 eV. Its spin multiplicity is 1. Its SMILES is N[C@@H](Cc1ccccc1)C(=O)N[C@@H](Cc1ccc(O)cc1)C(=O)O. The energy above the lowest of the compared OMol25 structures with the same formula, charge and spin is 112.21 kJ/mol.

Cartesian coordinates (Å):
N  3.7569  -1.4376  -2.0216
C  2.9579  -1.7589  -0.8459
C  3.6688  -1.2037  0.4283
C  3.6916  0.3068  0.4723
C  4.6902  1.0311  -0.1799
C  4.7102  2.4149  -0.1557
C  3.6696  3.1273  0.4470
C  2.6444  2.4388  1.1264
C  2.6654  1.0079  1.1124
C  1.5410  -1.2503  -0.9599
O  1.1344  -0.5371  -1.8518
N  0.6762  -1.6214  0.0528
C  -0.5569  -0.8866  0.2411
C  -1.6792  -1.4033  -0.6848
C  -2.9166  -0.5256  -0.5795
C  -3.9615  -0.7613  0.3271
C  -5.0440  0.0625  0.3850
C  -5.1704  1.1612  -0.4313
O  -6.2739  1.9409  -0.3438
C  -4.1373  1.4430  -1.3471
C  -3.0615  0.5925  -1.4358
C  -0.9146  -0.9584  1.7574
O  -0.6889  -0.0368  2.5182
O  -1.3787  -2.1315  2.1850
H  3.6880  -0.4356  -2.2030
H  3.2981  -1.8805  -2.8548
H  2.8991  -2.8493  -0.6730
H  4.7037  -1.6105  0.4109
H  3.1712  -1.5231  1.3494
H  5.4791  0.5510  -0.7689
H  5.4546  2.9645  -0.6469
H  3.7034  4.1853  0.5705
H  1.8472  3.0289  1.7173
H  1.8264  0.5658  1.6779
H  0.9911  -2.0833  0.8894
H  -0.4051  0.1730  -0.0070
H  -1.2346  -1.3813  -1.6902
H  -1.7871  -2.4325  -0.4330
H  -3.9102  -1.6426  1.0051
H  -5.8162  -0.1842  1.1215
H  -6.1232  2.6918  -0.9850
H  -4.2316  2.2207  -2.0722
H  -2.2024  0.8777  -2.1538
H  -1.5105  -2.7352  1.4041

Forces on atoms 1 to 2 (eV/Å):
N -0.754 -0.813 -0.962
C 0.602 -0.181 0.500

Charges in e, computed with natural (NBO), in the same order as the atoms: -0.823, -0.130, -0.415, -0.039, -0.223, -0.204, -0.222, -0.181, -0.237, 0.675, -0.611, -0.646, -0.151, -0.425, -0.079, -0.174, -0.283, 0.320, -0.652, -0.305, -0.168, 0.783, -0.557, -0.664, 0.374, 0.367, 0.210, 0.236, 0.209, 0.222, 0.210, 0.210, 0.224, 0.228, 0.399, 0.241, 0.254, 0.183, 0.211, 0.227, 0.480, 0.210, 0.224, 0.489